An isolated molecule of C10H11N3O at a distorted geometry. Source: OMol25; level of theory: ωB97M-V with the def2-TZVPD basis set.

Positions of all 25 atoms, in Å:
C 0.493 -3.620 -0.267
C -0.642 -3.449 -1.101
C 0.978 -2.551 0.438
C -1.114 -2.196 -1.381
C 0.407 -1.271 0.276
C 0.761 -0.199 1.195
C 0.982 2.335 1.244
C 0.129 1.196 0.921
C -0.347 1.210 -0.555
C -1.088 2.519 -0.923
N -1.141 0.128 -1.059
N 0.776 3.045 2.236
N -0.526 -1.185 -0.705
O 1.572 -0.367 2.058
H 1.094 -4.523 -0.297
H -1.216 -4.297 -1.475
H 1.970 -2.531 1.054
H -2.040 -1.846 -1.791
H 1.756 2.567 0.602
H -0.871 1.390 1.425
H 0.612 1.211 -1.083
H -0.878 2.821 -2.061
H -0.930 3.502 -0.493
H -2.103 2.264 -0.696
H 1.366 3.848 2.436

**Relative energy (zero: lowest compared OMol25 entry of this formula, charge and spin)**: 4.318 eV
**DFT total energy**: -627.01736 Eh
**Lowest unoccupied orbital energy (spin up / spin down)**: -0.76 / -0.76 eV
**Multiplicity**: 1

A cluster of 6 separate species, C30H56F2N2O10 in total at a distorted geometry. Source: OMol25; level of theory: ωB97M-V with the def2-TZVPD basis set.

Positions of all 100 atoms, in Å:
C -4.256 0.238 1.922
C -3.311 1.433 1.796
C -4.233 2.694 1.627
C -4.839 3.272 2.987
C -3.638 3.532 3.931
C -2.682 2.302 4.145
N -2.367 1.578 2.916
O -1.579 0.435 3.044
C -1.375 2.912 4.701
C -3.447 1.406 5.174
C -2.498 1.453 0.491
H -5.149 0.401 2.525
H -3.773 -0.632 2.366
H -4.533 -0.105 0.925
H -3.691 3.507 1.143
H -5.145 2.582 1.041
H -5.706 2.758 3.401
H -5.208 4.270 2.750
H -4.034 3.703 4.932
H -3.183 4.515 3.812
H -1.415 3.358 5.694
H -0.632 2.123 4.815
H -0.810 3.490 3.969
H -2.971 0.433 5.293
H -3.303 1.872 6.149
H -4.448 1.211 4.791
H -1.950 0.530 0.300
H -1.762 2.252 0.403
H -3.105 1.518 -0.412
H -0.755 0.783 2.696
C 1.025 -3.788 -2.147
C 0.721 -2.782 -3.290
C 1.951 -2.677 -4.263
C 2.004 -3.800 -5.214
C 0.777 -3.907 -6.073
C -0.551 -4.059 -5.217
N -0.517 -3.292 -3.946
O -1.644 -3.454 -3.111
C -1.625 -3.498 -6.131
C -0.744 -5.588 -4.945
C 0.362 -1.367 -2.658
H 1.414 -4.744 -2.497
H 0.152 -4.130 -1.591
H 1.760 -3.440 -1.421
H 2.131 -1.678 -4.661
H 2.835 -2.957 -3.691
H 2.237 -4.731 -4.698
H 2.842 -3.651 -5.894
H 0.976 -4.853 -6.576
H 0.778 -3.080 -6.784
H -1.593 -2.410 -6.197
H -1.492 -3.755 -7.182
H -2.626 -3.709 -5.756
H -1.791 -5.761 -4.698
H -0.664 -6.138 -5.882
H -0.086 -6.047 -4.207
H 1.299 -0.873 -2.403
H -0.471 -1.316 -1.956
H 0.027 -0.761 -3.499
H -2.135 -2.640 -3.242
C 1.917 0.736 -0.404
C 1.170 0.139 0.801
O 1.040 0.795 1.783
C 0.698 -1.327 0.687
H 1.152 1.137 -1.068
H 2.460 -0.104 -0.838
H 2.555 1.564 -0.095
H -0.094 -1.481 -0.046
H 0.296 -1.661 1.643
H 1.603 -1.846 0.372
C 1.124 5.869 -3.441
C 2.339 4.952 -3.451
O 2.847 4.483 -4.482
C 3.021 4.840 -2.091
H 0.278 5.183 -3.420
H 0.980 6.515 -4.307
H 0.976 6.440 -2.524
H 3.145 5.845 -1.686
H 4.046 4.558 -2.329
H 2.497 4.156 -1.423
C 4.770 2.496 1.850
C 6.184 1.985 1.804
O 6.254 1.740 0.396
C 5.242 2.325 -0.240
O 5.051 2.192 -1.468
O 4.492 2.988 0.605
F 6.213 0.859 2.517
H 4.597 3.243 2.624
H 4.064 1.690 2.050
H 6.952 2.631 2.231
C 0.584 -2.810 4.635
C -0.847 -2.662 5.063
O -0.735 -3.153 6.369
C 0.516 -2.799 6.869
O 0.882 -2.843 8.094
O 1.309 -2.487 5.816
F -1.575 -3.546 4.370
H 0.954 -2.083 3.912
H 0.782 -3.829 4.302
H -1.295 -1.669 5.020

**Relative energy (zero: lowest compared OMol25 entry of this formula, charge and spin)**: 3.067 eV
**DFT total energy**: -2238.13295 Eh
**Lowest unoccupied orbital energy**: 0.21 eV
**Structure (SMILES)**: CC1(C)CCCC(C)(C)N1O.CC1(C)CCCC(C)(C)N1O.O=C1OC[C@@H](F)O1.O=C1OC[C@@H](F)O1.CC(C)=O.CC(C)=O
**Multiplicity**: 1

- relative energy (zero: lowest compared OMol25 entry of this formula, charge and spin) of number 1 (C10H11N3O)?
  4.318 eV

- Among the records above, which one has the lowest DFT total energy?
  C30H56F2N2O10

Repeat the first record exactly.
An isolated molecule of C10H11N3O at a distorted geometry. Source: OMol25; level of theory: ωB97M-V with the def2-TZVPD basis set.

Positions of all 25 atoms, in Å:
C 0.493 -3.620 -0.267
C -0.642 -3.449 -1.101
C 0.978 -2.551 0.438
C -1.114 -2.196 -1.381
C 0.407 -1.271 0.276
C 0.761 -0.199 1.195
C 0.982 2.335 1.244
C 0.129 1.196 0.921
C -0.347 1.210 -0.555
C -1.088 2.519 -0.923
N -1.141 0.128 -1.059
N 0.776 3.045 2.236
N -0.526 -1.185 -0.705
O 1.572 -0.367 2.058
H 1.094 -4.523 -0.297
H -1.216 -4.297 -1.475
H 1.970 -2.531 1.054
H -2.040 -1.846 -1.791
H 1.756 2.567 0.602
H -0.871 1.390 1.425
H 0.612 1.211 -1.083
H -0.878 2.821 -2.061
H -0.930 3.502 -0.493
H -2.103 2.264 -0.696
H 1.366 3.848 2.436

**Relative energy (zero: lowest compared OMol25 entry of this formula, charge and spin)**: 4.318 eV
**DFT total energy**: -627.01736 Eh
**Lowest unoccupied orbital energy (spin up / spin down)**: -0.76 / -0.76 eV
**Multiplicity**: 1